{
  "formula": "C23H27N2O3",
  "method": "ωB97M-V/def2-TZVPD",
  "symbols": ["C", "O", "C", "C", "C", "C", "C", "O", "C", "C", "C", "C", "C", "C", "C", "C", "C", "C", "H", "H", "H", "H", "H", "H", "H", "H", "H", "H", "H", "H", "H", "C", "N", "C", "C", "C", "C", "C", "C", "N", "O", "H", "H", "H", "H", "H", "H", "H", "H", "H", "H", "H", "H", "H", "H"],
  "xyz": [[6.8114, 3.5080, -1.8242], [6.1957, 2.1987, -1.8231], [4.8503, 2.1059, -1.6652], [4.3049, 0.8067, -1.5129], [2.9607, 0.6467, -1.2498], [2.0868, 1.7575, -1.1410], [0.6663, 1.5772, -0.9361], [-0.0454, 2.7223, -1.0992], [-1.4249, 2.6946, -1.0548], [-2.1222, 1.4951, -0.8159], [-3.5353, 1.5216, -0.9528], [-4.1747, 2.6901, -1.3343], [-3.4395, 3.8621, -1.5859], [-2.0613, 3.8675, -1.4525], [-1.3614, 0.3378, -0.5543], [0.0254, 0.3862, -0.6240], [2.6373, 3.0464, -1.3357], [3.9868, 3.2288, -1.5976], [7.8782, 3.2941, -1.8864], [6.4935, 4.0969, -2.6970], [6.5910, 4.0631, -0.8999], [4.9702, -0.0508, -1.5802], [2.5362, -0.3488, -1.1495], [-4.0915, 0.5989, -0.7606], [-5.2563, 2.7016, -1.4607], [-3.9477, 4.7649, -1.9236], [-1.4524, 4.7331, -1.7155], [-1.8552, -0.6295, -0.5541], [0.6412, -0.4839, -0.4206], [2.0099, 3.9325, -1.3024], [4.3869, 4.2393, -1.7250], [0.2630, -4.8579, -0.1443], [-0.1511, -3.9988, 0.9415], [0.3572, -4.3761, 2.2549], [-0.9463, -2.9236, 0.6642], [-1.4384, -2.0926, 1.8659], [-2.5012, -2.8841, 2.6479], [-3.7436, -1.9810, 2.7579], [-3.4052, -0.6702, 2.0311], [-2.0430, -0.8192, 1.4595], [-1.2895, -2.6623, -0.4898], [-0.2137, -4.5383, -1.0716], [1.3537, -4.8259, -0.2492], [-0.0135, -5.8928, 0.0843], [0.2795, -3.5538, 2.9772], [-0.1876, -5.2482, 2.6478], [1.4130, -4.6568, 2.1483], [-0.5405, -1.8925, 2.4710], [-2.7463, -3.8335, 2.1529], [-2.0970, -3.1198, 3.6369], [-4.6340, -2.4558, 2.3296], [-3.9631, -1.7743, 3.8116], [-4.1115, -0.4455, 1.2247], [-3.4367, 0.1714, 2.7386], [-1.4692, -0.0333, 1.7439]],
  "homo_lumo_gap_ev": 7.09,
  "multiplicity": 1,
  "total_charge": 1
}


{
  "formula": "C23H27N3O4S2",
  "method": "ωB97M-V/def2-TZVPD",
  "symbols": ["C", "C", "C", "N", "C", "C", "C", "S", "O", "O", "C", "C", "C", "C", "C", "O", "N", "C", "S", "C", "C", "C", "C", "N", "O", "C", "C", "C", "C", "C", "C", "C", "H", "H", "H", "H", "H", "H", "H", "H", "H", "H", "H", "H", "H", "H", "H", "H", "H", "H", "H", "H", "H", "H", "H", "H", "H", "H", "H"],
  "xyz": [[7.9701, -0.1822, -2.3595], [7.1207, -0.8031, -1.5634], [5.7309, -0.3148, -1.2778], [5.5462, 0.0473, 0.1144], [6.3172, 1.1714, 0.6034], [5.7369, 2.4598, 0.1063], [6.4377, 3.4106, -0.4816], [5.2043, -1.2181, 1.1454], [5.8271, -2.4381, 0.7160], [5.4287, -0.7651, 2.4867], [3.4402, -1.3491, 0.8601], [2.9174, -2.4223, 0.1652], [1.5566, -2.4682, -0.0759], [0.7257, -1.4404, 0.3695], [-0.7238, -1.5669, 0.0645], [-1.2379, -2.6120, -0.3030], [-1.4669, -0.4390, 0.2011], [-2.8157, -0.4351, -0.0291], [-3.6539, -1.8575, -0.4941], [-5.1554, -0.9733, -0.4970], [-5.0025, 0.3405, -0.1699], [-3.6305, 0.6799, 0.0606], [-2.9959, 1.9843, 0.2782], [-3.6577, 3.0818, -0.1628], [-1.8854, 2.0981, 0.7936], [-6.1772, 1.2482, 0.0535], [-7.1477, 0.6988, 1.1090], [-8.0838, -0.3993, 0.6099], [-7.3993, -1.7373, 0.3467], [-6.4204, -1.6876, -0.8298], [1.2683, -0.3717, 1.0842], [2.6296, -0.3310, 1.3255], [8.9664, -0.5524, -2.5320], [7.6971, 0.7195, -2.8851], [7.3947, -1.7004, -1.0267], [5.4927, 0.5602, -1.8913], [5.0077, -1.1075, -1.4881], [6.2487, 1.1240, 1.6938], [7.3724, 1.0875, 0.3129], [4.6703, 2.5635, 0.2526], [5.9873, 4.3291, -0.8171], [7.4998, 3.3139, -0.6374], [3.5817, -3.2061, -0.1636], [1.1096, -3.2937, -0.6093], [-1.1141, 0.4713, 0.5121], [-4.4294, 3.0086, -0.8002], [-3.1739, 3.9629, -0.0947], [-5.8263, 2.2138, 0.4150], [-6.7196, 1.4024, -0.8847], [-6.5734, 0.3297, 1.9609], [-7.7634, 1.5306, 1.4609], [-8.8606, -0.5531, 1.3632], [-8.5786, -0.0621, -0.3048], [-6.8681, -2.0619, 1.2433], [-8.1678, -2.4814, 0.1260], [-6.1688, -2.7054, -1.1322], [-6.9095, -1.1960, -1.6769], [0.6432, 0.4199, 1.4692], [3.0784, 0.4744, 1.8845]],
  "smiles": "C=CCN(CC=C)S(=O)(=O)c1ccc(C(=O)Nc2sc3c(c2C(N)=O)CCCCC3)cc1",
  "homo_lumo_gap_ev": 7.82,
  "multiplicity": 1,
  "total_charge": 0
}


{
  "formula": "C23H27NO3",
  "method": "ωB97M-V/def2-TZVPD",
  "symbols": ["C", "C", "C", "N", "C", "C", "O", "C", "C", "H", "H", "H", "H", "H", "H", "H", "H", "H", "H", "C", "H", "O", "C", "C", "O", "C", "C", "C", "C", "C", "C", "C", "H", "H", "H", "H", "H", "C", "C", "C", "C", "C", "C", "H", "H", "H", "H", "H", "H", "H", "H", "H", "H", "H"],
  "xyz": [[-1.2400, -2.0945, -0.9447], [-1.6797, -1.9832, 0.0312], [-2.3844, -1.7276, 1.2740], [-3.2543, -0.6368, 1.4774], [-4.4452, -0.5987, 0.5001], [-4.1904, 0.1551, -0.6387], [-3.5435, 1.3380, -0.3303], [-2.2830, 1.2850, 0.1115], [-2.6101, 0.6573, 1.5050], [-1.5863, 0.4074, 2.1301], [-3.2268, 1.5326, 2.1994], [-1.9101, 2.3449, 0.2524], [-1.5589, 0.4396, -0.4567], [-5.0279, 0.5766, -1.1975], [-3.5291, -0.4517, -1.4272], [-5.0219, -1.4181, 0.6070], [-5.1304, 0.0656, 1.2498], [-3.2756, -2.7138, 1.4920], [-1.7076, -1.7728, 2.0515], [-0.6226, -2.2096, -2.1795], [-1.3252, -2.6837, -3.1306], [0.3694, -3.0789, -2.0772], [1.5782, -2.6219, -1.4121], [2.2771, -1.5119, -1.9425], [1.7470, -0.1359, -2.0929], [2.5033, 0.5205, -0.9058], [2.4975, -0.3449, 0.4656], [1.3490, -0.2406, 1.1374], [1.2748, -1.0489, 2.5202], [2.6031, -1.4252, 3.0321], [3.7527, -1.0356, 2.2171], [3.6689, -0.5620, 0.8983], [4.6514, -0.3075, 0.5089], [4.6695, -1.5618, 2.6710], [2.5671, -1.9277, 3.9338], [0.4806, -0.9939, 2.9898], [0.3972, -0.1043, 0.5575], [1.7060, 1.8496, -0.5215], [2.1091, 2.7881, 0.1882], [1.3747, 4.0925, 0.3937], [0.5072, 4.2070, -0.3699], [-0.1311, 3.4510, -1.2494], [0.5485, 2.1137, -1.5878], [0.2753, 1.3083, -2.3381], [-0.9272, 3.6801, -2.2077], [0.0842, 5.1720, -0.4403], [1.9067, 4.5588, 1.0898], [3.0862, 2.3476, 0.8597], [3.4798, 0.7716, -1.3529], [2.1909, -1.6334, -3.1547], [3.4092, -1.5273, -1.8289], [2.2725, -3.5588, -1.4614], [1.4530, -2.3961, -0.5539], [-0.1785, -1.3557, -2.5426]],
  "homo_lumo_gap_ev": 8.61,
  "multiplicity": 1,
  "total_charge": 0
}


{
  "formula": "C23H28AsN4O2S6SbSeTc",
  "method": "ωB97M-V/def2-TZVPD",
  "symbols": ["Tc", "C", "C", "C", "C", "N", "C", "C", "C", "C", "C", "C", "N", "H", "H", "H", "H", "H", "H", "H", "H", "S", "Sb", "S", "S", "S", "C", "O", "C", "S", "S", "H", "H", "H", "C", "As", "C", "C", "O", "H", "H", "H", "H", "H", "H", "H", "H", "H", "C", "N", "C", "Se", "N", "C", "C", "C", "C", "C", "C", "H", "H", "H", "H", "H", "H", "H", "H"],
  "xyz": [[-1.6117, 0.1642, -0.7928], [-3.1074, 2.8403, 2.2966], [-3.4510, 3.9677, 1.5616], [-3.3373, 3.9464, 0.1791], [-2.8674, 2.8109, -0.4444], [-2.4749, 1.7331, 0.2810], [-2.6296, 1.7431, 1.6256], [-2.8136, 2.6301, -1.9140], [-3.2014, 3.6021, -2.8073], [-3.1295, 3.3443, -4.1681], [-2.6592, 2.1161, -4.5871], [-2.2911, 1.1803, -3.6382], [-2.3764, 1.4132, -2.3178], [-3.2241, 2.8062, 3.3718], [-3.8321, 4.8518, 2.0595], [-3.6378, 4.8058, -0.4027], [-2.3830, 0.8259, 2.1477], [-3.5633, 4.5581, -2.4570], [-3.4327, 4.0990, -4.8843], [-2.5753, 1.8723, -5.6384], [-1.9180, 0.2128, -3.9337], [-2.0785, -4.3771, -0.0181], [-3.1574, -3.2126, 1.5023], [-0.2623, -0.8451, 1.0518], [-3.5903, -0.8583, 0.1267], [-1.2229, -1.7913, 2.5798], [-3.0242, -3.9735, -3.9799], [-3.9319, -3.2251, -3.1071], [-3.4919, -2.2897, -2.3470], [-4.7538, -1.5504, -1.4071], [-1.9046, -1.7746, -2.3018], [-2.4409, -3.2806, -4.5803], [-3.6677, -4.5812, -4.5999], [-2.3871, -4.5905, -3.3515], [1.2721, -2.7122, -1.9088], [1.5605, -0.8408, -2.0623], [2.1056, -0.4061, -3.8225], [2.9198, -0.3113, -0.8428], [0.1415, 0.0842, -1.7760], [2.2514, -3.1923, -1.9434], [0.6681, -3.0545, -2.7440], [0.7744, -2.9423, -0.9718], [3.0610, -0.8857, -4.0359], [2.2031, 0.6736, -3.8943], [1.3507, -0.7623, -4.5186], [3.8897, -0.5538, -1.2757], [2.7882, -0.8515, 0.0925], [2.8382, 0.7607, -0.6906], [3.6533, 1.9632, 2.5032], [3.0984, 0.7315, 3.0807], [1.8670, 0.2417, 2.9414], [0.4304, 1.0575, 2.0106], [1.7588, -0.8676, 3.6660], [2.9691, -1.1378, 4.3075], [3.3599, -2.1583, 5.1688], [4.6542, -2.0908, 5.6327], [5.5292, -1.0522, 5.2530], [5.1321, -0.0402, 4.4064], [3.8208, -0.1114, 3.9443], [2.9418, 2.3984, 1.8112], [4.5767, 1.7270, 1.9809], [3.8623, 2.6736, 3.2987], [0.9146, -1.4243, 3.7252], [2.6876, -2.9540, 5.4679], [5.0080, -2.8506, 6.3177], [6.5385, -1.0475, 5.6438], [5.8035, 0.7628, 4.1288]],
  "homo_lumo_gap_ev": [6.03, 6.06],
  "multiplicity": 1,
  "total_charge": 3
}